## a
Entry from OMol25: a 2-piece molecular cluster, C5H15N2O overall (the ωB97M-V functional and the def2-TZVPD basis).

Geometry as ORCA input:
```
! RIJCOSX wB97M-V def2-TZVPD def2/J DEFGRID3
* xyz 0 2
C -0.12 0.83 -0.85
C 1.24 1.11 -0.23
C 1.71 0.26 1.07
N -0.84 -1.58 3.11
C 0.04 -0.55 2.82
C 0.47 -0.51 1.52
N 0.09 -0.14 -2.05
H -0.64 1.70 -1.37
H -0.84 0.37 -0.19
H 2.00 0.97 -1.03
H 1.25 2.07 0.12
H 2.19 0.90 1.73
H 2.58 -0.41 0.81
H -0.98 -2.18 2.37
H -1.19 -1.67 4.02
H 0.24 0.30 3.51
H 0.04 -1.27 0.77
H 0.36 -1.15 -1.70
H -0.77 -0.16 -2.60
H 0.92 0.10 -2.60
H -2.84 0.93 -3.50
H -1.86 0.35 -4.57
O -1.91 0.54 -3.65
*
```

For the HOMO energy (alpha / beta), the calculation gives -2.9 / -7.7 eV. As for the expectation value of S²: 0.751. Its LUMO energy (alpha / beta) is 0.0287 / 0.0213 hartree. The frontier orbital gap (alpha / beta) is 0.13622 / 0.30426 Eh.

Atomic partial charges in e from the natural (NBO) method, atoms 1 to 5: atom 1 (C): -0.264, atom 2 (C): -0.430, atom 3 (C): -0.414, atom 4 (N): -0.821, atom 5 (C): 0.006


## b
Entry from OMol25: one molecule with the formula C5H15N2O (the ωB97M-V functional and the def2-TZVPD basis).

Geometry as ORCA input:
```
! RIJCOSX wB97M-V def2-TZVPD def2/J DEFGRID3
* xyz 0 2
N -0.43 1.71 -2.19
C 0.45 0.96 -1.20
C 1.80 1.66 -1.23
C -0.27 0.90 0.17
N 0.12 -0.45 0.69
C -0.91 -1.47 0.81
C -0.57 -2.61 1.70
O -0.40 -1.98 3.02
H -0.08 1.64 -3.16
H -1.38 1.30 -2.22
H -0.68 2.70 -1.93
H 0.65 -0.10 -1.44
H 2.59 0.92 -1.01
H 2.25 2.10 -2.11
H 1.81 2.38 -0.41
H -1.36 0.94 0.05
H 0.20 1.66 0.81
H 0.72 -0.43 1.51
H -1.20 -1.89 -0.16
H -1.80 -0.86 1.10
H -1.34 -3.37 1.85
H 0.39 -3.11 1.62
H -0.56 -2.60 3.74
*
```

For the HOMO energy (alpha / beta), the calculation gives -3.5 / -8.9 eV. As for the expectation value of S²: 0.751. Its LUMO energy (alpha / beta) is 0.0277 / 0.0269 hartree. The frontier orbital gap (alpha / beta) is 0.15587 / 0.35526 Eh.

Atomic partial charges in e from the natural (NBO) method, atoms 1 to 5: atom 1 (N): -1.117, atom 2 (C): -0.131, atom 3 (C): -0.654, atom 4 (C): -0.251, atom 5 (N): -0.660


The structure with the least stability is a.


## a
Entry from OMol25: one molecule with the formula C4H6ClN3 (the ωB97M-V functional and the def2-TZVPD basis).

Geometry as ORCA input:
```
! RIJCOSX wB97M-V def2-TZVPD def2/J DEFGRID3
* xyz 0 1
H 2.49 2.22 0.18
N 1.56 1.93 -0.09
C 1.38 0.69 -0.15
N 2.25 -0.38 0.15
C 1.49 -1.53 0.12
N 0.28 -1.43 -0.18
C 0.05 -0.01 -0.43
C -1.06 0.56 0.43
Cl -2.67 -0.04 -0.02
H 3.18 -0.29 0.49
H 2.03 -2.46 0.34
H -0.15 0.10 -1.48
H -0.92 0.24 1.49
H -1.15 1.66 0.32
*
```

For the HOMO energy, the calculation gives -9.5 eV. Its LUMO energy is 0.0234 hartree. The frontier orbital gap is 0.37208 Eh.

Atomic partial charges in e from the natural (NBO) method, atoms 1 to 5: atom 1 (H): 0.342, atom 2 (N): -0.680, atom 3 (C): 0.445, atom 4 (N): -0.644, atom 5 (C): 0.266


## b
Entry from OMol25: one molecule with the formula C4H6ClN3 (the ωB97M-V functional and the def2-TZVPD basis).

Geometry as ORCA input:
```
! RIJCOSX wB97M-V def2-TZVPD def2/J DEFGRID3
* xyz 0 1
N 0.48 -2.07 0.06
N 0.15 -0.68 0.06
C 0.85 0.15 -0.76
C 0.70 1.47 -0.85
N -0.17 2.11 0.10
C -0.93 1.36 0.78
C -1.05 -0.15 0.65
Cl -2.43 -0.58 -0.41
H 1.36 -2.25 0.61
H 0.63 -2.30 -0.83
H 1.64 -0.32 -1.29
H 1.49 2.11 -1.29
H -1.64 1.79 1.41
H -1.09 -0.62 1.76
*
```

For the HOMO energy, the calculation gives -8.3 eV. Its LUMO energy is 0.0268 hartree. The frontier orbital gap is 0.33197 Eh.

Atomic partial charges in e from the natural (NBO) method, atoms 1 to 5: atom 1 (N): -0.618, atom 2 (N): -0.275, atom 3 (C): 0.001, atom 4 (C): -0.169, atom 5 (N): -0.365


The structure with the least stability is b.


## a
Entry from OMol25: a 2-piece molecular cluster, C9H17P overall (the ωB97M-V functional and the def2-TZVPD basis).

Geometry as ORCA input:
```
! RIJCOSX wB97M-V def2-TZVPD def2/J DEFGRID3
* xyz 0 1
C 0.75 -1.16 -3.32
C 0.98 0.04 -2.45
C 0.41 0.49 -1.37
P -0.41 0.62 0.01
C 0.84 -0.30 1.19
C 1.05 0.49 2.60
C 0.16 -1.60 1.50
C 2.27 -0.59 0.64
H 0.24 -1.92 -2.72
H 0.32 -0.86 -4.32
H 1.67 -1.56 -3.56
H 1.88 0.55 -2.75
H 1.17 1.53 2.46
H 0.20 0.31 3.31
H 2.08 0.16 2.91
H 0.38 -2.36 0.65
H -0.93 -1.58 1.76
H 0.51 -2.16 2.46
H 2.73 -1.41 1.31
H 2.10 -0.98 -0.35
H 2.81 0.36 0.66
C -3.86 1.76 0.43
C -3.21 2.19 -0.58
H -4.34 0.79 0.46
H -3.96 2.45 1.34
H -2.73 3.11 -0.72
H -3.10 1.64 -1.56
*
```

For the HOMO energy, the calculation gives -8.4 eV. Its LUMO energy is 0.0245 hartree. The frontier orbital gap is 0.33400 Eh.

Atomic partial charges in e from the natural (NBO) method, atoms 1 to 5: atom 1 (C): -0.632, atom 2 (C): -0.250, atom 3 (C): -0.423, atom 4 (P): 0.678, atom 5 (C): -0.267


## b
Entry from OMol25: one molecule with the formula C9H17P (the ωB97M-V functional and the def2-TZVPD basis).

Geometry as ORCA input:
```
! RIJCOSX wB97M-V def2-TZVPD def2/J DEFGRID3
* xyz 0 1
C -3.50 0.88 -1.40
C -2.22 0.24 -0.84
C -1.27 -0.68 -1.63
C -1.31 1.48 -0.57
C -0.15 1.20 0.35
C 1.21 1.46 0.10
C 2.41 1.21 0.92
P 2.49 -0.01 2.13
C 1.78 -1.63 1.62
C 4.32 -0.18 2.26
H -3.99 1.55 -0.80
H -4.17 0.05 -1.68
H -3.13 1.28 -2.34
H -2.67 -0.08 0.12
H -0.41 -0.90 -1.09
H -0.90 -0.26 -2.45
H -1.88 -1.51 -1.90
H -2.04 2.20 -0.18
H -0.73 1.86 -1.51
H -0.56 0.81 1.32
H 1.26 1.83 -0.87
H 0.79 -1.52 1.43
H 1.77 -2.33 2.32
H 2.40 -2.04 0.81
H 4.55 -0.77 3.08
H 4.71 0.82 2.32
H 4.73 -0.69 1.41
*
```

For the HOMO energy, the calculation gives -7.4 eV. Its LUMO energy is -0.0199 hartree. The frontier orbital gap is 0.25324 Eh.

Atomic partial charges in e from the natural (NBO) method, atoms 1 to 5: atom 1 (C): -0.598, atom 2 (C): -0.194, atom 3 (C): -0.603, atom 4 (C): -0.453, atom 5 (C): -0.109


The structure with the least stability is b.


## a
Entry from OMol25: a 2-piece molecular cluster, C2H6S overall (the ωB97M-V functional and the def2-TZVPD basis).

Geometry as ORCA input:
```
! RIJCOSX wB97M-V def2-TZVPD def2/J DEFGRID3
* xyz 0 1
C 0.19 0.90 -0.10
C -0.26 -0.42 0.57
S -0.90 -1.63 -0.61
H 0.90 1.49 0.46
H 0.48 0.66 -1.12
H -0.68 1.55 -0.31
H -1.13 -0.22 1.23
H 0.56 -0.74 1.22
H 0.83 -1.59 -1.33
*
```

For the HOMO energy, the calculation gives -9.1 eV. Its LUMO energy is -0.0132 hartree. The frontier orbital gap is 0.32299 Eh.

Atomic partial charges in e from the natural (NBO) method, atoms 1 to 5: atom 1 (C): -0.626, atom 2 (C): -0.555, atom 3 (S): 0.003, atom 4 (H): 0.215, atom 5 (H): 0.216


## b
Entry from OMol25: one molecule with the formula C2H6S (the ωB97M-V functional and the def2-TZVPD basis).

Geometry as ORCA input:
```
! RIJCOSX wB97M-V def2-TZVPD def2/J DEFGRID3
* xyz 0 1
C 0.46 1.59 -0.51
C 0.26 0.54 0.58
S -0.37 -1.04 -0.12
H -0.51 1.75 -0.99
H 1.26 1.33 -1.19
H 0.70 2.58 -0.10
H 1.20 0.37 1.11
H -0.51 0.89 1.25
H -0.28 -1.78 1.01
*
```

For the HOMO energy, the calculation gives -9.0 eV. Its LUMO energy is 0.0377 hartree. The frontier orbital gap is 0.36969 Eh.

Atomic partial charges in e from the natural (NBO) method, atoms 1 to 5: atom 1 (C): -0.620, atom 2 (C): -0.492, atom 3 (S): -0.070, atom 4 (H): 0.211, atom 5 (H): 0.214


The structure with the least stability is a.


## a
Entry from OMol25: an isolated ion of composition C3H6N3O and charge +1 (the ωB97M-V functional and the def2-TZVPD basis).

Geometry as ORCA input:
```
! RIJCOSX wB97M-V def2-TZVPD def2/J DEFGRID3
* xyz 1 1
H 2.46 2.13 0.31
N 1.80 1.48 -0.29
N 1.88 0.31 -0.18
O 2.07 -0.56 0.79
C 1.22 -0.93 -0.37
C -0.16 -0.95 -0.10
N -0.78 0.13 0.20
C -2.11 0.42 0.21
H 1.64 -1.62 -1.08
H -0.52 -1.97 -0.23
H -2.19 1.51 -0.18
H -2.85 -0.34 -0.33
H -2.45 0.36 1.24
*
```

For the HOMO energy, the calculation gives -14.4 eV. Its LUMO energy is -0.2215 hartree. The frontier orbital gap is 0.30954 Eh.

Atomic partial charges in e from the natural (NBO) method, atoms 1 to 5: atom 1 (H): 0.429, atom 2 (N): -0.130, atom 3 (N): 0.300, atom 4 (O): -0.220, atom 5 (C): 0.203


## b
Entry from OMol25: an isolated ion of composition C3H6N3O and charge +1 (the ωB97M-V functional and the def2-TZVPD basis).

Geometry as ORCA input:
```
! RIJCOSX wB97M-V def2-TZVPD def2/J DEFGRID3
* xyz 1 1
N -0.82 -1.55 0.47
N -0.31 -0.37 0.04
C 0.24 0.55 0.84
O 0.08 0.77 2.12
C 0.94 1.43 -0.04
N 0.82 1.11 -1.25
C 0.06 0.03 -1.35
H -0.32 -2.24 -0.09
H -1.78 -1.61 0.33
H -0.13 -0.04 2.68
H 1.62 2.20 0.16
H -0.90 0.37 -1.82
H 0.50 -0.65 -2.11
*
```

For the HOMO energy, the calculation gives -15.6 eV. Its LUMO energy is -0.1962 hartree. The frontier orbital gap is 0.37539 Eh.

Atomic partial charges in e from the natural (NBO) method, atoms 1 to 5: atom 1 (N): -0.614, atom 2 (N): -0.164, atom 3 (C): 0.611, atom 4 (O): -0.575, atom 5 (C): -0.014


The structure with the least stability is a.